1.
The following is a DFT calculation (ωB97M-V/def2-TZVPD) of the ion C4H11N2O with charge -2 at a distorted geometry.

Each line ends with the Löwdin charge.
Geometry (Å):
C -0.609 -1.175 1.796  -0.550
O -0.141 -2.305 2.357  -0.391
C 0.386 -0.503 0.822  -0.426
C -0.184 0.680 0.024  -0.302
C 0.363 0.839 -1.416  -0.493
N -0.072 2.062 -2.108  -0.177
N 0.925 -1.561 -0.076  -0.004
H -0.857 -0.371 2.559  0.074
H -1.607 -1.211 1.275  0.073
H 1.240 -0.153 1.408  0.114
H -1.276 0.618 -0.074  0.059
H 0.086 1.596 0.545  0.049
H 1.449 0.805 -1.358  0.065
H 0.036 -0.011 -2.007  0.059
H 0.073 2.882 -1.521  -0.113
H -1.084 2.034 -2.266  -0.115
H 1.155 -2.289 0.607  0.032
H 0.118 -1.938 -0.568  0.048

Spin multiplicity: 2
Charge: -2
Gap between HOMO and LUMO (spin up / spin down) (eV): 2.93 / 6.98
⟨S²⟩: 0.751

2.
The following is a DFT calculation (ωB97M-V/def2-TZVPD) of a cluster of 2 separate species, C4H11N2O in total at a distorted geometry.

Each line ends with the Löwdin charge.
Geometry (Å):
O 0.649 0.540 -1.680  0.011
C 1.084 1.025 -0.427  -0.521
N -0.077 1.761 0.081  -0.073
C -0.754 1.071 1.290  -0.079
C 2.209 0.906 0.285  0.024
N -1.048 -1.757 0.420  0.043
C -1.640 -2.953 -0.155  -0.183
H 0.486 2.608 0.380  0.121
H -1.379 1.836 1.696  0.059
H -1.032 0.055 0.834  0.040
H -0.078 0.947 2.139  0.064
H 2.868 1.703 0.593  0.051
H 2.828 -0.146 0.232  0.109
H -0.494 -1.279 -0.266  -0.012
H 0.496 -0.216 -0.941  0.108
H -1.118 -3.725 0.408  0.074
H -1.470 -3.147 -1.265  0.087
H -2.734 -2.986 -0.044  0.077

Spin multiplicity: 2
Gap between HOMO and LUMO (spin up / spin down) (eV): 9.10 / 7.55
⟨S²⟩: 0.754

3.
The following is a DFT calculation (ωB97M-V/def2-TZVPD) of a structure of composition C4H11N2O at a distorted geometry.

Each line ends with the Löwdin charge.
Geometry (Å):
C 0.413 0.282 1.221  -0.039
C -0.579 -1.404 0.239  -0.038
C -0.668 0.131 0.234  -0.389
C 0.341 0.650 -1.835  -0.006
N -1.765 0.896 0.263  0.110
N 0.766 -1.089 0.698  0.068
O 1.654 0.279 -1.449  -0.107
H 1.016 1.150 1.281  0.128
H 0.197 0.213 2.320  0.158
H -1.227 -1.799 1.009  0.136
H -0.738 -1.830 -0.836  0.174
H 0.264 1.639 -2.113  0.058
H -0.277 -0.034 -2.376  0.066
H -2.695 0.500 0.117  0.129
H -1.542 1.798 0.688  0.129
H 1.347 -0.959 -0.130  0.131
H 1.097 -1.789 1.416  0.215
H 2.276 0.626 -2.043  0.078

Spin multiplicity: 1
Charge: +1
Gap between HOMO and LUMO (eV): 7.89

4.
The following is a DFT calculation (ωB97M-V/def2-TZVPD) of the ion C4H11N2O with charge +1 at a distorted geometry.

Each line ends with the Löwdin charge.
Geometry (Å):
C 0.632 -1.528 -0.992  -0.100
C 0.061 -1.558 0.418  -0.154
C -0.723 -0.304 0.934  -0.095
C -0.009 0.992 0.615  -0.528
N 0.455 1.682 1.685  0.178
O -0.147 1.546 -0.469  0.035
N -0.196 -0.666 -1.949  0.171
H 0.751 -2.511 -1.422  0.134
H 1.524 -0.913 -0.941  0.132
H 0.857 -1.786 1.124  0.129
H -0.716 -2.310 0.492  0.114
H -0.790 -0.466 2.006  0.120
H -1.732 -0.332 0.537  0.123
H 0.740 2.627 1.460  0.122
H 0.068 1.646 2.614  0.118
H -1.027 -0.110 -1.756  0.153
H 0.401 -0.249 -2.658  0.169
H -0.780 -1.354 -2.471  0.179

Spin multiplicity: 1
Charge: +1
Gap between HOMO and LUMO (eV): 10.33
SMILES: NC(=O)CCC[NH3+]

5.
The following is a DFT calculation (ωB97M-V/def2-TZVPD) of a cluster of 2 separate species, C4H11N2O in total at a distorted geometry.

Each line ends with the Löwdin charge.
Geometry (Å):
C 0.736 0.933 0.003  -0.005
C 2.828 -0.242 -0.816  0.027
C -3.618 0.261 -0.195  -0.048
C 1.574 -0.196 0.056  -0.289
N 1.335 -1.234 0.805  0.252
N -2.263 0.106 0.303  -0.179
O -2.207 -0.367 1.388  0.005
H 0.682 1.477 0.964  0.147
H 0.907 1.610 -0.713  0.058
H -0.403 0.713 -0.032  0.100
H 2.563 -0.890 -1.692  0.129
H 3.689 -0.729 -0.236  0.129
H 3.202 0.694 -1.031  0.061
H -3.420 1.462 -0.309  0.166
H -4.337 -0.143 0.459  0.070
H -3.666 -0.086 -1.234  0.091
H 0.744 -1.190 1.595  0.130
H 1.653 -2.181 0.685  0.156

Spin multiplicity: 1
Charge: +1
Gap between HOMO and LUMO (eV): 8.34

6.
The following is a DFT calculation (ωB97M-V/def2-TZVPD) of the ion C4H11N2O with charge +1 at a distorted geometry.

Each line ends with the Löwdin charge.
Geometry (Å):
N -1.171 0.319 -0.345  0.189
C 0.127 0.000 0.326  -0.284
C 1.078 -0.511 -0.809  -0.103
C 1.443 0.732 -1.550  -0.252
O 0.744 1.711 -1.534  0.047
C -0.157 -1.204 1.359  -0.140
N -1.531 -0.768 2.106  -0.029
H -1.171 0.995 -1.029  0.109
H -1.606 -0.553 -0.637  0.169
H -1.808 0.667 0.439  0.182
H 0.355 1.014 0.854  0.194
H 0.492 -1.240 -1.557  0.186
H 2.050 -0.995 -0.452  0.155
H 2.338 0.780 -2.246  0.153
H 0.561 -1.222 2.278  0.143
H -0.310 -2.259 0.938  0.133
H -1.775 -1.693 2.686  0.142
H -1.117 -0.140 2.702  0.005

Spin multiplicity: 1
Charge: +1
Gap between HOMO and LUMO (eV): 11.03
SMILES: NC[C@H]([NH3+])CC=O

7.
The following is a DFT calculation (ωB97M-V/def2-TZVPD) of the ion C4H11N2O2 with charge -1 at a distorted geometry.

Each line ends with the Löwdin charge.
Geometry (Å):
C -0.965 0.803 0.148  -0.252
N -0.455 1.730 -0.941  -0.068
C 0.475 1.172 -2.001  -0.345
O 1.730 0.774 -1.545  -0.077
C -0.627 -0.664 -0.082  -0.282
N 0.651 -0.939 0.667  -0.084
C 0.087 -1.575 2.043  -0.603
O -0.253 -2.799 1.982  -0.263
H -0.541 1.080 1.119  0.088
H -2.035 0.933 0.426  0.093
H 0.238 2.308 -0.331  0.118
H -0.216 0.554 -2.530  0.081
H 0.687 2.107 -2.636  0.119
H 1.658 0.609 -0.587  0.057
H -0.560 -0.855 -1.190  0.099
H -1.380 -1.386 0.342  0.105
H 1.018 -1.719 0.116  0.074
H -0.597 -0.804 2.356  0.057
H 1.084 -1.330 2.644  0.081

Spin multiplicity: 1
Charge: -1
Gap between HOMO and LUMO (eV): 6.78
SMILES: [O-]CNCCNCO

8.
The following is a DFT calculation (ωB97M-V/def2-TZVPD) of a cluster of 3 separate species, C4H11N2O2 in total at a distorted geometry.

Each line ends with the Löwdin charge.
Geometry (Å):
C 1.409 -1.096 -1.091  -0.071
C 0.264 -0.785 -0.296  -0.395
C -0.452 -1.532 0.643  -0.073
N -1.167 -0.663 1.494  -0.021
C -0.901 0.591 1.112  -0.239
N 0.009 0.501 0.053  -0.017
H 2.384 -0.960 -0.475  0.108
H 1.631 -0.330 -1.894  0.093
H 1.537 -2.129 -1.440  0.077
H -0.557 -2.630 0.732  0.107
H -2.032 -0.929 1.963  0.129
H -1.078 1.616 1.560  0.097
H 0.254 1.360 -0.428  0.133
H -1.781 -0.565 -2.713  0.051
H -2.761 0.360 -1.920  0.091
O -1.821 -0.054 -1.874  -0.099
H 2.130 2.750 1.055  -0.036
H 1.420 2.350 2.257  0.105
O 1.512 2.146 1.261  -0.041

Spin multiplicity: 2
Gap between HOMO and LUMO (spin up / spin down) (eV): 4.10 / 7.88
⟨S²⟩: 0.756

9.
The following is a DFT calculation (ωB97M-V/def2-TZVPD) of the ion C4H11N2O2 with charge +1 at a distorted geometry.

Each line ends with the Löwdin charge.
Geometry (Å):
N -0.581 0.934 -1.782  0.215
C -0.099 0.045 -0.686  -0.173
C 1.381 0.378 -0.389  -0.163
O 1.613 1.684 -0.887  -0.039
C -1.188 0.141 0.392  -0.438
N -1.202 -0.737 1.417  0.063
C -0.146 -1.706 1.675  -0.056
O -2.073 0.962 0.202  0.082
H -1.559 0.742 -2.032  0.187
H 0.085 0.948 -2.554  0.180
H -0.574 1.889 -1.389  0.175
H -0.151 -0.990 -1.010  0.159
H 1.524 0.304 0.684  0.119
H 2.008 -0.357 -0.916  0.142
H 2.211 2.170 -0.306  0.123
H -1.673 -0.396 2.240  0.158
H -0.120 -2.503 0.942  0.095
H -0.314 -2.190 2.621  0.095
H 0.860 -1.319 1.779  0.076

Spin multiplicity: 1
Charge: +1
Gap between HOMO and LUMO (eV): 10.83
SMILES: CNC(=O)[C@@H]([NH3+])CO

10.
The following is a DFT calculation (ωB97M-V/def2-TZVPD) of a structure of composition C4H11N2O2S at a distorted geometry.

Each line ends with the Löwdin charge.
Geometry (Å):
C 0.040 0.026 -0.489  -0.173
C 1.162 -1.241 -2.261  -0.032
C 0.869 1.797 0.945  -0.088
C -2.579 -0.694 1.488  -0.098
N 0.008 -0.848 -1.486  -0.042
N 1.011 0.627 0.129  0.003
O -2.756 -0.430 -1.188  -0.309
O -2.453 1.679 0.107  -0.291
S -2.248 0.280 -0.059  0.755
H 1.897 -0.462 -2.454  0.095
H 1.363 -2.179 -1.702  0.124
H 0.739 -1.319 -3.286  0.115
H 0.243 1.697 1.881  0.108
H 0.498 2.742 0.533  0.097
H 1.860 2.145 1.383  0.119
H -3.704 -0.765 1.758  0.124
H -2.094 -1.638 1.057  0.085
H -1.978 -0.210 2.249  0.052
H -0.944 -1.249 -1.761  0.158
H 1.929 0.652 -0.441  0.197

Spin multiplicity: 1
Charge: +1
Gap between HOMO and LUMO (eV): 10.08

- Look up the spin multiplicity of the eighth one.
  2